An isolated molecule of C4H6O2, computed with ωB97M-V/def2-TZVPD.

The geometry in XYZ format:
```
12
Properties=species:S:1:pos:R:3:forces:R:3:nbo_charge:R:1
O -0.3519 -1.6600 -2.0082 0.0303 0.1809 0.4639 -0.561
O -0.9192 -1.2118 0.1150 -0.0144 -0.0833 -0.1228 -0.488
C -0.2309 -0.9802 -1.0272 0.0284 -0.1691 -0.3838 0.789
C 0.1456 0.8936 0.4354 -0.0142 0.0356 0.0292 -0.435
C -0.5414 -0.2891 1.1412 0.0531 0.1291 0.2027 -0.070
C 0.6354 0.2562 -0.8669 0.0088 0.0006 -0.0826 -0.535
H -0.5697 1.7006 0.2490 0.0783 -0.1702 -0.0364 0.215
H 0.5014 0.8370 -1.7816 0.0722 0.1625 0.2473 0.247
H 0.9529 1.3022 1.0492 -0.1225 -0.0548 -0.1322 0.222
H -1.4479 -0.0103 1.6832 0.1448 -0.0202 -0.0868 0.197
H 1.6910 -0.0334 -0.8212 -0.1989 -0.0872 -0.0045 0.240
H 0.1349 -0.8050 1.8321 -0.0660 0.0761 -0.0940 0.179
```
Forces are in eV/Å.

Properties
molecular weight: 86.090 g/mol
energy relative to the best compared isomer or geometry (same formula, charge and spin): 1.3 kJ/mol
multiplicity: 1
structure (SMILES): O=C1CCCO1
frontier orbital gap: 11.1 eV
net charge: 0
E: -8340.44729 eV

=====

A structure of composition C4H6O2, computed with ωB97M-V/def2-TZVPD.

The geometry in XYZ format:
```
12
Properties=species:S:1:pos:R:3:forces:R:3:nbo_charge:R:1
O 1.6119 0.2548 0.8946 -0.0072 0.1131 0.0371 -0.488
O 0.0507 1.7181 1.6957 0.1730 -0.4192 -0.2540 -0.570
C -1.4951 0.2017 -0.5984 -0.0053 -0.0572 -0.0402 -0.712
C 0.3314 0.7225 1.0797 -0.2548 0.3197 0.2164 0.650
C 1.4390 -0.7075 -0.1079 0.0715 -0.0309 -0.1945 -0.163
C -0.5997 -0.2317 0.4976 0.0412 0.1167 -0.0702 -0.071
H -1.0360 0.7337 -1.4438 0.0075 -0.0613 0.1638 0.211
H 0.3731 -1.2072 0.0993 -0.0299 -0.0522 -0.0116 0.219
H -2.1129 0.9467 -0.0716 0.0187 -0.0502 -0.0479 0.286
H 2.1176 -1.5515 0.0318 -0.1195 0.0793 -0.0050 0.220
H 1.4839 -0.2961 -1.1186 -0.0059 -0.0641 0.1362 0.191
H -2.1638 -0.5836 -0.9583 0.1108 0.1063 0.0699 0.225
```
Forces are in eV/Å.

Properties
molecular weight: 86.090 g/mol
energy relative to the best compared isomer or geometry (same formula, charge and spin): 396.5 kJ/mol
multiplicity: 1
frontier orbital gap: 8.8 eV
net charge: 0
E: -8336.35142 eV

=====

An isolated molecule of C4H6O2 at a distorted geometry, computed with ωB97M-V/def2-TZVPD.

The geometry in XYZ format:
```
12
Properties=species:S:1:pos:R:3:forces:R:3:nbo_charge:R:1
O -0.2357 -2.2397 -0.3848 -0.4278 -0.5707 -0.1051 -0.691
O 0.4059 1.8680 0.7634 -0.1248 1.4711 0.8590 -0.728
C 0.9274 -0.1576 -0.4310 -0.2375 -0.2973 -0.1761 -0.320
C -0.7913 1.1627 0.6901 0.2302 0.1483 -0.0374 0.074
C -0.8115 0.0707 -0.0269 1.8703 0.6085 0.1537 -0.153
C -0.1764 -0.9443 -0.8779 0.1277 -0.4026 -0.5843 0.040
H -1.5915 1.6588 1.2364 -0.1751 -0.3504 -0.2466 0.192
H 1.4401 0.5515 -1.0826 -0.6169 -0.1021 0.1794 0.223
H -0.4309 -0.7850 -1.9235 -0.1913 -0.4014 -0.1246 0.197
H 0.8386 1.6252 1.5855 0.1136 0.1417 0.2087 0.474
H 1.5243 -0.5041 0.4153 -0.5511 0.0670 -0.1139 0.214
H -1.0992 -2.3063 0.0362 -0.0172 -0.3120 -0.0127 0.478
```
Forces are in eV/Å.

Properties
molecular weight: 86.090 g/mol
energy relative to the best compared isomer or geometry (same formula, charge and spin): 447.0 kJ/mol
multiplicity: 1
structure (SMILES): O/C=C1\C[C@H]1O
frontier orbital gap: 9.5 eV
net charge: 0
E: -8335.82820 eV

=====

An isolated molecule of C4H6O2 at a distorted geometry, computed with ωB97M-V/def2-TZVPD.

The geometry in XYZ format:
```
12
Properties=species:S:1:pos:R:3:forces:R:3:nbo_charge:R:1
O 0.0937 -1.2839 -1.3466 -0.1122 -0.2548 0.0695 -0.688
O 0.1940 2.1395 -0.5058 -0.3120 -0.4359 -0.5905 -0.517
C 0.0767 -0.2649 -0.4033 0.0819 0.3491 0.0267 0.094
C -0.2459 1.1161 -0.9753 0.0704 0.3169 -0.0759 0.422
C -0.5984 -0.2060 0.9220 0.1850 0.0430 0.2627 -0.435
C 0.9793 -0.0135 0.7335 -0.0729 -0.0664 0.2168 -0.399
H -1.5092 0.4082 0.9350 0.9366 0.6080 0.6185 0.224
H 1.6334 0.8490 0.5890 -0.7578 0.1979 0.7591 0.246
H -0.3600 -2.0484 -0.9757 0.0376 0.0486 -0.1079 0.480
H -1.0079 1.1564 -1.7706 0.0796 -0.2168 -0.2346 0.130
H -0.7267 -1.0582 1.5824 0.0026 -0.3967 -0.5661 0.223
H 1.4709 -0.8216 1.2648 -0.1387 -0.1929 -0.3783 0.220
```
Forces are in eV/Å.

Properties
molecular weight: 86.090 g/mol
energy relative to the best compared isomer or geometry (same formula, charge and spin): 260.3 kJ/mol
multiplicity: 1
structure (SMILES): O=CC1(O)CC1
frontier orbital gap: 10.5 eV
net charge: 0
E: -8337.76366 eV

=====

An isolated molecule of C4H6O2, computed with ωB97M-V/def2-TZVPD.

The geometry in XYZ format:
```
12
Properties=species:S:1:pos:R:3:forces:R:3:nbo_charge:R:1
O 0.1135 0.7327 -0.4345 -0.0332 -0.0813 0.0402 -0.523
O -0.3144 -1.4863 -0.1914 -0.1306 0.4794 -0.0550 -0.569
C 2.0352 -0.1061 0.7621 -0.0891 0.0753 -0.1177 -0.449
C -2.1388 0.0720 -0.4151 -0.0587 -0.0477 -0.0256 -0.717
C -0.6998 -0.3577 -0.3362 -0.0568 -0.3564 0.0918 0.798
C 1.4713 0.6329 -0.1807 0.3123 -0.0732 0.1469 0.117
H 3.1099 -0.0623 0.8962 -0.1367 0.0351 -0.0655 0.213
H 1.4637 -0.7685 1.3999 0.0900 0.0806 -0.0891 0.221
H -2.3909 0.6246 0.4959 0.0425 -0.0655 -0.1220 0.241
H -2.7715 -0.8122 -0.4917 0.0814 0.1383 -0.0054 0.237
H -2.3012 0.7405 -1.2636 0.0427 -0.0872 0.0987 0.239
H 2.0239 1.2992 -0.8352 -0.0638 -0.0973 0.1027 0.190
```
Forces are in eV/Å.

Properties
molecular weight: 86.090 g/mol
energy relative to the best compared isomer or geometry (same formula, charge and spin): 81.4 kJ/mol
multiplicity: 1
structure (SMILES): C=COC(C)=O
frontier orbital gap: 10.7 eV
net charge: 0
E: -8339.61735 eV

=====

An isolated molecule of C4H6O2, computed with ωB97M-V/def2-TZVPD.

The geometry in XYZ format:
```
12
Properties=species:S:1:pos:R:3:forces:R:3:nbo_charge:R:1
O 1.1996 -1.1112 -0.2078 0.1813 -0.0007 0.0283 -0.473
O -1.5912 0.3642 1.4829 0.3890 0.0124 -0.2836 -0.526
C 0.1963 1.5385 0.3971 -0.0037 0.0675 -0.0143 -0.726
C 0.1525 -1.2064 -1.1514 -0.1223 -0.0190 -0.2731 -0.094
C -0.1303 -1.0230 0.2792 -0.2161 -0.0465 0.1503 -0.050
C -0.6012 0.3139 0.7847 -0.1999 0.0496 0.1341 0.563
H -0.0003 -2.1892 -1.5939 0.0268 0.1250 0.0993 0.194
H 0.8118 1.3837 -0.4922 -0.1118 -0.0141 0.1361 0.228
H -0.4882 -1.8734 0.8595 0.0687 0.1429 -0.0900 0.210
H 0.0564 -0.3643 -1.8381 0.0174 -0.1103 0.1530 0.184
H -0.4802 2.3844 0.2574 0.0589 -0.1312 0.0452 0.240
H 0.8748 1.7828 1.2226 -0.0884 -0.0757 -0.0853 0.250
```
Forces are in eV/Å.

Properties
molecular weight: 86.090 g/mol
energy relative to the best compared isomer or geometry (same formula, charge and spin): 160.4 kJ/mol
multiplicity: 1
structure (SMILES): CC(=O)[C@H]1CO1
frontier orbital gap: 10.8 eV
net charge: 0
E: -8338.79866 eV

=====

multiplicity of number 4 (C4H6O2)?
1

=====

Which value of molecular weight does entry 6 give?
86.090 g/mol

=====

What is the molecular weight in the third record?
86.090 g/mol